Here is C19H42CoNO2P3Se as an isolated structure at a distorted geometry from the Open Molecules 2025 dataset. Energies are from wB97M-V/def2-TZVPD.

Properties
**<S²>**: 6.040
**E_tot**: -5761.62969 Eh
**HOMO level (alpha / beta)**: -17.115 / -17.119 eV
**F_max**: 4.81 eV/Å
**Gap between HOMO and LUMO (alpha / beta)**: 9.1992 / 5.2269 eV

ORCA input file:
```
! wB97M-V def2-TZVPD RIJCOSX def2/J DEFGRID3
* xyz 3 5
Se -2.126 0.943 -2.953
Co -0.286 0.308 0.922
P -1.613 -1.259 1.043
P -1.091 2.180 1.139
P 0.859 0.109 2.696
O 1.159 -2.693 -0.876
O 3.250 -2.261 -0.087
N 3.900 -4.566 0.254
C 2.310 -3.011 -0.514
C 0.147 1.728 -4.639
C -2.532 2.589 0.113
C -1.437 2.043 -6.929
C 2.655 -4.499 -0.563
C 1.908 1.536 3.166
C 0.709 2.225 -5.820
C 0.054 3.557 0.792
C 2.052 -1.261 2.738
C -1.725 2.627 2.794
C -0.083 -0.199 4.247
C 1.864 0.656 0.052
C -1.231 1.434 -4.584
C -2.002 1.543 -5.757
C -0.090 2.412 -6.964
C 0.838 0.516 -0.898
C -2.960 -0.992 2.261
C -0.982 -2.894 1.560
C -2.504 -1.745 -0.462
H 1.520 -2.213 2.856
H -2.563 -0.971 3.283
H -0.522 4.491 0.764
H -3.044 -0.886 -0.880
H 0.350 2.833 -7.872
H 3.679 -4.937 1.181
H -0.550 -1.192 4.219
H -0.496 -2.847 2.540
H -1.828 -3.592 1.607
H -3.479 -0.048 2.057
H -0.260 -3.235 0.805
H 1.866 -5.116 -0.134
H 0.622 -0.166 5.089
H 2.542 -0.193 0.200
H 4.187 -3.536 0.326
H 2.514 1.238 4.030
H -2.239 3.594 2.718
H -3.671 -1.823 2.167
H 2.737 -1.110 3.582
H -2.304 2.380 -0.946
H -2.780 3.652 0.229
H 0.547 3.408 -0.175
H 4.613 -5.168 -0.165
H 2.871 -4.813 -1.587
H 0.821 3.632 1.572
H -0.860 0.560 4.401
H -3.049 1.245 -5.730
H 0.505 1.389 -1.469
H -3.386 1.971 0.421
H -1.766 -2.100 -1.194
H 2.629 -1.304 1.807
H -2.444 1.875 3.143
H -2.048 2.145 -7.828
H 1.771 2.469 -5.854
H 2.573 1.801 2.338
H -1.022 0.234 -2.175
H -3.205 -2.552 -0.212
H -0.907 2.716 3.517
H 2.267 1.645 0.303
H 0.709 -0.476 -1.353
H 0.756 1.565 -3.746
H 1.304 2.412 3.436
*
```

natural (NBO) population analysis, charges in e, atoms 1 to 8: Se 0.463; Co 0.695; P 0.919; P 0.907; P 0.913; O -0.745; O -0.770; N -0.704